[1]
{
  "formula": "C27H28N4O5",
  "method": "wB97M-V/def2-TZVPD",
  "gap_ev": 8.35,
  "relative_energy_kj_mol": 24.6,
  "charge": 0,
  "smiles": "Cc1ccc(NC(=O)Cn2c(=O)n(CCCCC(=O)NCc3ccco3)c(=O)c3ccccc32)cc1",
  "elements": ["C", "C", "C", "C", "C", "N", "C", "O", "C", "N", "C", "O", "N", "C", "C", "C", "C", "C", "O", "N", "C", "C", "C", "C", "C", "O", "C", "O", "C", "C", "C", "C", "C", "C", "C", "C", "H", "H", "H", "H", "H", "H", "H", "H", "H", "H", "H", "H", "H", "H", "H", "H", "H", "H", "H", "H", "H", "H", "H", "H", "H", "H", "H", "H"],
  "xyz": [[-5.52092, -4.17250, -0.28372], [-4.69102, -2.93544, -0.45218], [-5.24305, -1.68038, -0.22109], [-4.50132, -0.52527, -0.37426], [-3.17032, -0.60666, -0.77022], [-2.35081, 0.51762, -0.93258], [-2.75357, 1.79547, -1.10440], [-3.89692, 2.17181, -1.21587], [-1.59318, 2.79046, -1.31290], [-0.42750, 2.53486, -0.48744], [-0.71890, 2.34680, 0.84513], [-1.85343, 2.46488, 1.25692], [0.32740, 2.01082, 1.68228], [0.00618, 1.74000, 3.07861], [-0.02018, 0.24200, 3.38748], [-1.06718, -0.52252, 2.56020], [-0.45480, -1.64263, 1.70987], [0.57354, -1.10898, 0.73366], [0.28759, -0.38042, -0.20714], [1.83510, -1.49687, 0.97483], [2.96868, -1.11601, 0.15119], [3.65903, -2.31905, -0.39657], [3.60074, -2.92170, -1.61844], [4.45334, -4.05067, -1.54567], [4.96098, -4.05226, -0.28480], [4.48632, -3.01173, 0.41930], [1.64186, 1.86826, 1.28918], [2.49078, 1.47804, 2.06830], [1.91403, 2.24289, -0.09657], [3.23724, 2.26888, -0.53677], [3.53786, 2.60658, -1.83611], [2.50229, 2.92841, -2.70467], [1.18871, 2.91278, -2.28457], [0.86444, 2.56238, -0.96987], [-2.60811, -1.85841, -1.00798], [-3.36229, -3.00572, -0.84814], [-4.91937, -5.06773, -0.42120], [-6.33093, -4.18555, -1.01250], [-5.96806, -4.20056, 0.70903], [-6.27585, -1.60706, 0.08784], [-4.94404, 0.43923, -0.19298], [-1.35400, 0.31161, -0.87670], [-1.99563, 3.78719, -1.10493], [-1.32330, 2.72666, -2.36569], [0.77442, 2.22161, 3.68888], [-0.96773, 2.18983, 3.27607], [0.97856, -0.15595, 3.20279], [-0.22425, 0.13422, 4.45352], [-1.81126, -0.97104, 3.21976], [-1.60045, 0.16532, 1.90549], [-0.00277, -2.39544, 2.35816], [-1.25438, -2.11197, 1.13143], [2.04068, -2.07758, 1.77280], [2.58083, -0.50414, -0.66514], [3.66157, -0.52408, 0.75803], [3.02727, -2.59810, -2.46235], [4.65578, -4.75676, -2.32417], [5.64263, -4.71183, 0.21425], [4.00870, 2.02410, 0.17716], [4.56119, 2.62744, -2.17598], [2.72340, 3.20395, -3.72504], [0.42440, 3.19207, -2.99096], [-1.57712, -1.92390, -1.32599], [-2.90972, -3.96931, -1.03816]],
  "forces_ev_per_angstrom": [[-0.037, 0.045, -0.022], [-0.005, -0.038, 0.021], [0.163, -0.143, -0.040], [-0.032, 0.165, 0.063], [-0.171, -0.212, -0.053], [0.344, -0.242, -0.057], [0.422, 0.257, -0.262], [-0.207, 0.132, -0.028], [-0.518, 0.232, 0.011], [-0.315, -0.127, -0.005], [-0.003, 0.186, -0.024], [-0.133, 0.097, 0.034], [0.036, 0.005, 0.195], [0.037, -0.107, 0.525], [-0.122, 0.173, -0.101], [0.147, -0.080, -0.005], [-0.195, 0.178, -0.007], [-0.078, -0.630, 0.524], [-0.144, 0.255, -0.387], [0.351, -0.116, 0.166], [0.196, -0.165, 0.045], [-0.394, 0.237, -0.881], [-0.018, 0.418, 0.549], [0.279, -0.154, 0.483], [0.058, -0.550, -0.740], [-0.041, 0.337, 0.471], [0.005, 0.035, -0.069], [0.076, 0.033, 0.036], [0.115, 0.120, -0.396], [-0.213, 0.042, 0.073], [0.071, -0.010, -0.043], [0.025, -0.050, 0.093], [-0.215, 0.028, -0.048], [0.790, -0.039, 0.065], [-0.023, 0.132, -0.075], [-0.088, 0.042, 0.061], [-0.010, -0.089, 0.006], [-0.071, -0.089, -0.021], [-0.049, -0.081, 0.049], [-0.121, 0.029, 0.039], [-0.024, 0.052, 0.001], [-0.103, 0.133, 0.076], [-0.004, -0.195, -0.095], [0.026, 0.022, 0.118], [-0.129, -0.002, -0.070], [0.194, -0.023, -0.013], [0.018, 0.001, 0.109], [0.060, -0.018, 0.032], [-0.052, 0.028, -0.068], [-0.098, -0.041, -0.018], [0.008, -0.046, -0.013], [0.132, -0.060, 0.010], [-0.219, 0.058, -0.047], [0.132, -0.071, 0.100], [-0.087, 0.047, -0.138], [-0.162, 0.143, -0.150], [0.102, -0.191, -0.112], [0.087, -0.026, 0.151], [0.058, -0.036, 0.068], [0.098, 0.006, -0.021], [-0.008, 0.028, -0.086], [-0.060, 0.011, -0.017], [0.091, 0.015, -0.041], [0.031, -0.089, -0.018]],
  "nbo_charge": [-0.623, -0.041, -0.200, -0.237, 0.219, -0.666, 0.700, -0.609, -0.292, -0.449, 0.821, -0.622, -0.471, -0.217, -0.422, -0.399, -0.488, 0.708, -0.708, -0.587, -0.288, 0.264, -0.295, -0.314, 0.088, -0.406, 0.694, -0.616, -0.230, -0.130, -0.249, -0.160, -0.277, 0.307, -0.264, -0.205, 0.211, 0.218, 0.216, 0.208, 0.249, 0.443, 0.235, 0.224, 0.222, 0.241, 0.214, 0.217, 0.217, 0.227, 0.199, 0.251, 0.404, 0.256, 0.231, 0.230, 0.230, 0.204, 0.238, 0.220, 0.219, 0.217, 0.218, 0.206]
}

=====

[2]
{
  "formula": "C27H28N5O4PW",
  "method": "wB97M-V/def2-TZVPD",
  "gap_ev": [5.49, 5.44],
  "charge": 2,
  "elements": ["W", "C", "C", "N", "C", "C", "N", "C", "O", "O", "C", "O", "O", "H", "H", "H", "H", "H", "C", "N", "C", "N", "C", "N", "C", "P", "C", "C", "H", "H", "H", "H", "H", "H", "H", "H", "H", "H", "H", "H", "H", "C", "C", "C", "C", "C", "C", "C", "C", "C", "C", "C", "C", "C", "C", "C", "H", "H", "H", "H", "H", "H", "H", "H", "H", "H"],
  "xyz": [[-0.73150, -0.15260, -0.24790], [-3.17610, 2.81370, -0.72130], [-1.79650, 2.79440, -1.25950], [-0.91280, 1.82060, -1.06830], [0.26260, 2.21900, -1.67220], [0.06970, 3.45520, -2.24400], [-1.23070, 3.78260, -1.97340], [0.91760, 4.38040, -3.07850], [2.16560, 4.04400, -3.25630], [0.39480, 5.36470, -3.52440], [1.49400, 1.40110, -1.45740], [2.57790, 1.78620, -1.87060], [1.31400, 0.37000, -0.71830], [-3.30850, 1.98200, -0.02330], [-3.91100, 2.73080, -1.52340], [-3.36330, 3.75570, -0.20670], [-1.65240, 4.65230, -2.27620], [2.46440, 3.20600, -2.81010], [1.64400, 0.30050, 4.56150], [2.22380, 1.18490, 3.45900], [1.72550, 2.60640, 3.69340], [0.31510, 2.63760, 3.76710], [-0.17300, 1.78100, 4.83370], [0.23670, 0.41000, 4.60280], [-0.43950, -0.20450, 3.48230], [-0.05730, 0.67720, 1.88510], [1.81320, 0.70860, 2.12170], [-0.35910, 2.41510, 2.51120], [2.07400, 0.63140, 5.51140], [1.94570, -0.72880, 4.36120], [3.24650, 1.17590, 3.52140], [2.08740, 3.23240, 2.87470], [2.14900, 2.95840, 4.63660], [-1.25990, 1.83640, 4.87760], [0.23590, 2.12930, 5.78410], [-1.52040, -0.17740, 3.64970], [-0.13690, -1.25220, 3.39860], [2.27480, 1.34340, 1.35980], [2.18140, -0.30810, 1.95350], [-1.43450, 2.56800, 2.65080], [-0.00740, 3.13990, 1.77030], [-1.25370, -2.10240, -0.47510], [-1.62430, -1.91100, -1.65850], [-2.26150, -1.72940, -2.88590], [-1.58480, -1.92030, -4.13240], [-0.42590, -2.72260, -4.18780], [0.20030, -2.95080, -5.39180], [-0.29430, -2.37530, -6.55850], [-1.40780, -1.54190, -6.51250], [-2.04820, -1.31110, -5.31620], [-3.65540, -1.32720, -2.81130], [-4.57810, -1.74340, -3.78410], [-5.89360, -1.32660, -3.71320], [-6.32320, -0.51790, -2.67120], [-5.43260, -0.15070, -1.66650], [-4.11790, -0.55450, -1.73540], [-0.06390, -3.18310, -3.27850], [1.07800, -3.57770, -5.42800], [0.19680, -2.56300, -7.50210], [-1.76220, -1.05850, -7.40980], [-2.87930, -0.62240, -5.26750], [-4.26820, -2.44220, -4.54850], [-6.59240, -1.64860, -4.46870], [-7.34910, -0.18460, -2.62660], [-5.77440, 0.44740, -0.83580], [-3.39790, -0.26750, -0.94600]],
  "forces_ev_per_angstrom": [[0.788, -1.917, -0.027], [-0.140, 0.017, -0.060], [-0.276, -0.087, -0.016], [-0.373, 0.278, -0.104], [0.493, 0.651, -0.291], [0.370, -0.653, -0.018], [0.175, -0.290, 0.146], [-0.271, -0.192, 0.312], [0.455, 0.046, -0.189], [-0.057, 0.041, 0.011], [0.318, 1.038, -0.481], [-0.155, -0.115, -0.049], [-1.266, -0.927, 0.663], [-0.044, 0.176, -0.094], [-0.011, -0.074, 0.016], [-0.036, -0.030, 0.102], [0.011, 0.021, -0.039], [-0.369, 0.077, 0.079], [0.141, -0.354, 0.411], [0.321, 0.068, 0.328], [0.099, 0.555, 0.069], [-0.080, 0.399, 0.261], [-0.091, 0.119, 0.143], [-0.069, -0.110, 0.313], [-0.351, -0.322, -0.495], [0.559, 0.248, 0.348], [-0.323, -0.242, -0.851], [-0.323, -0.191, -0.580], [0.058, 0.039, -0.187], [0.100, 0.099, -0.049], [-0.074, -0.008, 0.035], [0.071, -0.137, 0.045], [0.107, -0.154, -0.069], [0.030, 0.008, 0.036], [-0.025, -0.040, -0.015], [0.100, -0.077, -0.029], [-0.103, 0.043, -0.041], [-0.055, -0.064, 0.116], [0.052, 0.111, 0.113], [0.103, 0.004, -0.075], [-0.062, -0.064, -0.007], [0.902, 1.679, 1.180], [-0.758, 0.212, -1.347], [0.327, 0.004, 0.570], [0.352, -0.146, -0.351], [-0.255, 0.121, 0.049], [0.103, -0.058, 0.020], [-0.100, 0.080, 0.099], [0.089, -0.005, -0.084], [0.016, 0.044, 0.269], [-0.349, 0.132, 0.129], [0.147, 0.012, 0.153], [-0.104, -0.014, 0.008], [0.132, -0.033, 0.012], [-0.007, -0.034, 0.020], [0.335, 0.101, 0.269], [0.072, -0.059, 0.010], [0.043, -0.065, -0.025], [0.041, -0.005, -0.042], [-0.019, 0.004, -0.084], [-0.025, -0.012, -0.073], [-0.005, 0.076, -0.072], [-0.084, -0.047, -0.064], [-0.075, -0.006, -0.015], [-0.037, 0.074, 0.070], [-0.539, -0.048, -0.482]],
  "nbo_charge": [1.111, -0.668, 0.430, -0.585, -0.022, 0.060, -0.458, 0.765, -0.642, -0.548, 0.761, -0.613, -0.729, 0.234, 0.264, 0.258, 0.471, 0.525, -0.056, -0.386, -0.057, -0.434, -0.072, -0.429, -0.509, 0.912, -0.559, -0.510, 0.238, 0.234, 0.445, 0.232, 0.238, 0.228, 0.229, 0.254, 0.253, 0.266, 0.262, 0.246, 0.239, -0.240, -0.207, 0.067, -0.069, -0.138, -0.209, -0.107, -0.216, -0.144, -0.049, -0.153, -0.201, -0.139, -0.206, -0.172, 0.227, 0.242, 0.241, 0.242, 0.230, 0.239, 0.244, 0.241, 0.228, 0.172]
}

=====

no.,total energy (a.u.)
1,-1641.01883
2,-2028.21724